20
Properties=species:S:1:pos:R:3:forces:R:3 method="wB97M-V/def2-TZVPD" relative_energy_kcal_mol=134.8 largest_force_ev_per_a=1.3 mol_weight_da=116.16 energy_ev=-10402.57636 homo_energy_ev="-6.8 / -6.8"
H 1.606115 0.954060 1.601628 0.169 -0.065 -0.090
H 2.043083 -1.432944 2.074423 -0.083 -0.012 0.017
C 1.077513 0.190140 1.036403 0.273 0.165 -0.287
H -0.427778 0.037112 -3.018448 0.070 -0.011 0.014
O 2.191789 0.989392 -0.916426 -0.470 -0.100 -0.137
H -3.097339 0.983030 0.446125 0.100 -0.087 0.011
H -1.826392 -0.975442 -0.397330 -0.189 0.023 0.033
H 0.736327 -1.095355 -2.704158 -0.097 0.028 -0.063
N 0.105237 -0.024214 -1.101046 -0.272 0.682 0.637
H 0.738977 -1.946802 1.004142 -0.009 0.003 -0.029
C -1.380923 -0.275626 0.298658 0.227 -0.198 -1.249
H -1.617783 1.686434 1.140644 -0.016 -0.046 -0.039
N 0.411017 -0.155074 -2.484615 -0.280 -0.527 0.363
H -1.227587 -0.739005 1.262835 0.411 -0.017 -0.052
H -1.834912 1.608101 -0.612536 -0.025 -0.043 0.057
C 1.050999 -1.162211 1.695415 -0.179 0.062 -0.010
H 1.963555 1.116377 -1.856650 -0.015 0.021 0.110
C -2.010469 1.079842 0.326037 0.188 0.101 -0.065
H 0.363370 -1.191931 2.550900 -0.002 -0.063 0.046
C 1.135199 0.354116 -0.346001 0.201 0.082 0.733